{
  "formula": "C24H35N3O4S",
  "method": "ωB97M-V with the def2-TZVPD basis set",
  "species": ["H", "C", "C", "C", "H", "H", "C", "C", "C", "H", "H", "H", "H", "H", "C", "C", "N", "H", "H", "H", "H", "H", "N", "H", "H", "O", "H", "H", "C", "O", "H", "C", "C", "C", "C", "O", "N", "H", "H", "H", "H", "C", "H", "C", "H", "H", "C", "C", "H", "H", "H", "C", "H", "S", "O", "C", "H", "C", "H", "H", "H", "C", "H", "H", "C", "C", "C"],
  "xyz": [[5.21364, -5.67788, -2.85920], [-1.33979, 1.62719, 3.45735], [1.46887, -2.20212, -3.18648], [-1.29442, 2.35249, 2.11262], [-2.37509, -3.32444, -1.93635], [0.09351, 5.28240, 3.31146], [4.06822, -3.22385, -2.78655], [-0.75296, -0.44955, -1.55682], [2.38038, -1.55596, -2.34650], [-0.89251, 3.81817, 5.05888], [0.65745, 0.28794, -3.03855], [4.34537, -1.54890, -1.50276], [-4.67087, -0.34559, -1.14104], [-2.23188, 1.92048, 4.01674], [-0.08753, 1.97630, 4.26729], [5.81177, -4.80409, -3.13941], [-1.87349, -1.36882, -1.54696], [-1.19664, 4.37702, 1.38425], [-5.07449, 0.02046, 1.28265], [0.01784, -0.78328, -0.84882], [-3.10029, 0.52652, 2.32215], [-0.71281, -3.11754, -1.32707], [-3.40868, 1.19340, 1.63307], [-2.10047, 4.19968, 2.89059], [-0.97672, -0.02084, -3.64711], [-3.56681, -2.49963, -0.04796], [-5.05071, 1.59647, 0.44506], [-0.10773, 0.81281, 1.18938], [-0.04178, 1.89137, 1.35099], [-2.61093, 2.67341, 0.13472], [1.25254, -3.87351, -4.51744], [1.28151, 3.74106, 2.38073], [-0.01556, 3.48445, 4.49926], [-4.44839, 0.72970, 0.73928], [-2.48494, 2.08755, 1.19578], [-1.94070, -0.99072, 0.99244], [0.19424, -1.69901, -3.47137], [2.05211, 1.74104, 4.08561], [2.18387, 3.99099, 2.94369], [2.10962, -0.65247, -1.82418], [-1.71790, -2.21079, -4.07539], [-3.88881, 0.08173, -0.52317], [1.11474, 0.43545, 3.35081], [-1.21124, 3.86709, 2.34897], [-1.10797, 0.53282, -1.24445], [-0.65126, -3.59510, -3.75476], [1.20935, 2.23115, 2.15740], [3.65140, -2.05505, -2.15520], [-0.00991, 2.38655, 0.37790], [6.83239, -4.93984, -2.78461], [5.81953, -4.70493, -4.23019], [1.90685, -3.36078, -3.82916], [-3.31111, 0.80959, -1.08429], [-2.77900, -1.30543, -0.13649], [5.34412, -3.63489, -2.51650], [-1.48680, -2.69569, -1.98621], [1.33147, 4.25695, 1.41944], [-0.18970, -0.39455, -2.98321], [-1.35697, 0.54573, 3.29837], [-0.13405, 1.46107, 5.23370], [3.45717, -4.77223, -4.15497], [3.17623, -3.87162, -3.63183], [2.09525, 1.90033, 1.60326], [0.87073, 3.72637, 5.09032], [-0.93744, -2.60192, -3.41558], [0.04412, 4.19947, 3.15073], [1.15405, 1.51583, 3.50569]],
  "lowdin_charge": [0.0942, -0.0926, -0.2347, -0.3395, 0.1165, 0.1408, -0.2850, -0.1846, -0.0204, 0.1197, 0.1232, 0.1186, 0.1064, 0.1310, -0.2863, -0.0980, -0.2407, 0.1273, 0.1286, 0.1198, 0.1093, 0.1396, 0.0639, 0.1335, 0.1299, -0.2906, 0.1317, 0.1099, -0.0833, 0.0659, 0.1077, -0.1169, -0.1204, -0.1808, -0.4428, -0.2862, -0.1062, 0.1202, 0.1196, 0.0983, 0.1294, -0.1852, 0.1222, -0.0769, 0.1101, 0.1111, -0.2861, -0.0015, 0.1293, 0.0917, 0.0943, -0.0193, 0.0836, 0.6704, -0.0916, -0.1681, 0.1213, -0.1402, 0.1201, 0.1410, 0.1026, -0.0217, 0.1405, 0.1197, -0.1365, -0.2899, -0.1168],
  "smiles": "COc1ccc(N2CCN(S(=O)(=O)CCNC(=O)[C@]34C[C@H]5C[C@H](C[C@H](C5)C3)C4)CC2)cc1",
  "total_energy_ha": -1798.9782,
  "gap_ev": 8.13,
  "relative_energy_kj_mol": 99.2,
  "homo_ev": -7.499
}

***

{
  "formula": "C24H36As2S3TeTi",
  "method": "ωB97M-V with the def2-TZVPD basis set",
  "species": ["H", "H", "C", "H", "C", "H", "H", "C", "C", "C", "H", "C", "C", "C", "H", "C", "H", "C", "C", "H", "H", "H", "H", "C", "C", "H", "Te", "H", "C", "H", "H", "C", "C", "C", "C", "H", "H", "H", "C", "C", "H", "C", "Ti", "As", "H", "H", "As", "H", "S", "S", "H", "H", "C", "C", "C", "H", "H", "H", "H", "H", "H", "H", "H", "S", "H", "H", "H"],
  "xyz": [[2.39506, -4.12233, 0.45855], [1.66946, -2.48603, 2.64445], [0.65616, -2.61553, 2.25145], [1.55036, 1.14567, -1.33455], [2.34686, -3.20183, -0.13445], [1.13476, 4.22367, -0.72585], [2.85546, 1.26537, -3.55495], [-2.83544, -1.43233, 2.26565], [-0.82074, 5.00477, -0.25925], [-2.74114, -5.33573, -0.83845], [4.88366, -1.10883, 0.58635], [3.74376, 1.09707, -2.96105], [-0.40774, -4.84243, -0.60545], [0.44796, 4.27177, 0.12045], [5.33306, 0.48437, 1.20105], [-2.04694, -3.12983, -0.13905], [7.11006, 1.26027, -3.19795], [6.03576, 0.67417, -1.45175], [-3.05124, -4.04313, -0.44915], [-2.07994, -0.91033, 2.86825], [-1.39714, 5.28237, 0.62075], [-4.44514, 2.25767, -0.77245], [-3.53114, -6.02673, -1.08225], [-0.56324, 2.41367, 2.21455], [-4.33464, -1.10593, -0.27825], [-4.94594, -1.82293, 0.27755], [2.59016, 0.40057, 1.14435], [-4.09074, -3.74173, -0.39575], [6.13646, 1.09447, -2.76615], [0.33546, -3.64383, 2.43495], [-0.01034, -1.91283, 2.76635], [2.29736, 0.39137, -1.01585], [4.66046, -0.04163, 0.52395], [4.99416, 1.30367, -3.52005], [-0.70834, -3.54193, -0.20965], [-3.38244, 4.91607, 0.28305], [-4.70004, -0.10373, -0.05135], [-0.39004, 1.35307, 2.51295], [-3.50264, 4.17597, -0.50325], [-1.41794, -5.73583, -0.92075], [5.07106, 1.63047, -4.54505], [-2.05424, 2.70697, 2.16255], [-0.29114, 0.09837, 0.06465], [-2.48034, -1.27613, 0.32895], [-0.04794, 3.07967, 2.90775], [-1.16974, -6.73373, -1.24365], [0.67856, -2.27273, 0.31745], [-2.53594, 2.39517, 3.09035], [0.25466, 2.50497, 0.57115], [-2.79024, 1.75347, 0.77705], [-0.54784, 5.91797, -0.79065], [0.62806, -5.15723, -0.67405], [4.78636, 0.45687, -0.88495], [-4.03634, 2.86117, 0.03805], [3.63786, 0.67487, -1.64245], [-4.42934, -1.28923, -1.35125], [0.94436, 4.74657, 0.96695], [-4.81544, 3.04447, 0.77815], [2.40236, -3.43673, -1.20275], [-3.81364, -0.99853, 2.48455], [6.92686, 0.51297, -0.86665], [-2.25954, 3.76137, 1.99575], [1.94876, -0.60533, -1.36745], [-1.89964, 4.01087, -1.36605], [3.19736, -2.56863, 0.13315], [-4.21834, 4.56237, -1.22775], [-2.86004, -2.49113, 2.53905]],
  "lowdin_charge": [0.0533, 0.0258, -0.2750, 0.0288, -0.2434, 0.0914, 0.1188, -0.2569, -0.4893, -0.0466, 0.0608, -0.0307, -0.0889, -0.4296, 0.0690, -0.4144, 0.1167, -0.0184, -0.0916, 0.0132, 0.0687, 0.0787, 0.1188, -0.4650, -0.2596, 0.0474, 1.3058, 0.0960, -0.0500, 0.0523, 0.0098, -0.4732, -0.3438, -0.0548, -0.4146, 0.0737, 0.0030, 0.0659, -0.4978, -0.0457, 0.1149, -0.4390, 0.2705, 1.0548, 0.1062, 0.1192, 1.0197, 0.0946, 0.6657, 0.7649, 0.0902, 0.0975, -0.2890, -0.4743, -0.2875, 0.0524, 0.1006, 0.0969, 0.0542, 0.0388, 0.1245, 0.0754, 0.0322, 0.8674, 0.0047, 0.0856, 0.0502],
  "spin_multiplicity": 3,
  "total_energy_ha": -7719.0884,
  "gap_ev": [7.40, 7.49],
  "relative_energy_kj_mol": 362.2,
  "charge": 2,
  "homo_ev": [-13.557, -13.546]
}

***

{
  "formula": "C24H36BrF3NO8PPtS2",
  "method": "ωB97M-V with the def2-TZVPD basis set",
  "species": ["H", "H", "O", "O", "C", "C", "H", "F", "H", "H", "H", "H", "H", "C", "C", "H", "Br", "C", "O", "C", "C", "S", "C", "C", "H", "H", "H", "O", "H", "H", "H", "H", "H", "C", "H", "H", "H", "C", "C", "C", "Pt", "O", "H", "H", "F", "H", "O", "P", "C", "H", "O", "C", "C", "C", "H", "H", "O", "H", "C", "H", "C", "C", "S", "C", "F", "H", "H", "H", "C", "H", "C", "C", "H", "H", "H", "N", "H"],
  "xyz": [[-0.83796, -3.86046, 0.61970], [5.14202, -1.69803, 2.01679], [-0.17994, 3.63427, -1.68460], [-3.29362, 1.39907, 0.50360], [-0.82825, -0.18328, 0.74244], [1.22812, 0.46973, -5.18154], [-0.99576, 2.75048, -4.04281], [-1.50394, 3.91337, 0.75068], [0.34419, -1.19822, -0.61425], [3.94746, -0.66166, 2.82319], [-0.27803, 1.64682, -6.12517], [3.57337, -3.33129, 1.44632], [-0.88996, -2.99074, -2.08261], [1.41426, 1.11022, 0.52967], [-0.32350, 2.18323, 1.93778], [-2.31969, 0.25538, -3.40670], [2.70083, 4.42564, 1.99367], [1.79243, -2.17050, 1.33777], [-1.35588, 1.88056, 4.36307], [-0.73428, -1.06929, -0.49595], [0.19933, 1.40184, -5.19011], [-0.38956, 1.29361, 3.51289], [0.41028, 1.69110, -2.79020], [0.95491, -1.38544, 2.34642], [-4.31727, -0.62095, -0.49348], [-0.51900, -0.76820, -2.62581], [0.87579, -2.04623, 3.21017], [0.94209, 1.19207, 3.99764], [2.63363, -0.59757, -3.93073], [-2.55225, 0.97602, -1.84764], [2.08390, -1.61803, 0.45052], [2.95261, -2.85161, 3.04920], [2.51132, 2.25494, -0.95770], [1.85235, 3.76646, 0.36613], [0.80201, 3.90979, 0.53501], [-2.67519, -2.66042, -1.82375], [-1.88342, -2.38307, -3.40634], [-0.20173, 2.02149, -4.00965], [-1.76744, -2.34820, -2.32905], [1.43842, 0.74595, -2.78641], [-0.02933, -4.53637, -1.35223], [-1.02178, -0.13025, 3.09249], [-2.37622, -4.26301, 1.41760], [-4.25514, 1.45746, 0.34652], [-0.89679, 4.25958, 2.77648], [1.74610, 0.88519, 1.53560], [-1.42927, -2.60816, 3.79483], [-2.79182, 0.02094, 0.99702], [-1.33077, -0.92210, -1.92964], [0.62788, 2.67991, 2.11144], [-0.70755, 1.83194, -0.50276], [-2.46257, 0.02240, -2.35670], [-0.46526, -0.92593, 2.03334], [-1.36165, 3.34265, 1.93136], [1.35025, -3.11253, 1.01402], [-3.42633, -0.48342, -2.33789], [-2.92885, -1.72335, 2.13890], [1.63424, 0.28640, -0.12859], [-0.11408, 1.27029, 0.64481], [-4.31994, -1.62582, 0.79008], [1.84410, 0.13577, -3.96880], [-0.10725, 2.45977, -1.62228], [-1.60367, -2.33094, 2.40314], [2.28483, 2.32309, 0.10459], [-2.56796, 2.96582, 2.37918], [-0.85131, -4.52757, 2.29496], [1.57407, -0.00112, -6.08742], [3.97921, -0.78059, 1.09161], [3.12526, -2.53016, 2.02602], [-1.04566, -2.05531, -0.15977], [4.11343, -1.36033, 2.00625], [-1.36982, -3.89025, 1.58995], [1.93694, 0.46403, -1.87756], [1.56791, -0.59554, 2.76076], [2.18299, 4.41357, -0.43173], [-3.70874, -1.07013, 0.19261], [3.25190, 2.17517, 0.57364]],
  "lowdin_charge": [0.0040, 0.0847, 0.2102, -0.0475, -0.1871, -0.0379, 0.1307, 0.1949, 0.1227, 0.0800, 0.1183, 0.1157, 0.0038, -0.0932, -0.1023, 0.0943, 0.7543, -0.1881, -0.1624, -0.1107, -0.0380, 0.6998, -0.1374, -0.1188, 0.0947, 0.1062, 0.1380, -0.1840, 0.1139, 0.0650, 0.0893, 0.1194, 0.1024, -0.5653, 0.0188, 0.0824, 0.1067, -0.0098, -0.0591, -0.0530, 0.2019, -0.2454, 0.0965, 0.1563, 0.1828, 0.1068, -0.2051, 1.1796, -0.3403, 0.0727, 0.0017, -0.0563, -0.4374, -0.6231, 0.0922, 0.0705, -0.3574, 0.0788, -0.2971, 0.1162, -0.0439, -0.3771, 0.8166, -0.2108, 0.1293, 0.0996, 0.1166, 0.0675, -0.2161, 0.0590, -0.0763, -0.0857, 0.0862, 0.1026, 0.0777, 0.0032, 0.1023],
  "total_energy_ha": -5722.5435,
  "gap_ev": 3.94,
  "charge": 2,
  "homo_ev": -14.083
}